DFT (ωB97M-V/def2-TZVPD) results for C8H7Cl3N6O4Pd as an isolated structure.

The geometry in XYZ format:
```
29
Properties=species:S:1:pos:R:3:nbo_charge:R:1
Pd -0.628 0.131 0.785 1.0421
Cl 0.101 -4.374 0.052 0.0337
Cl 2.498 0.309 1.273 -0.0002
Cl 5.421 -3.842 -0.469 -0.0001
O 0.190 -1.626 0.967 -0.7059
O -3.910 2.003 1.999 -0.4223
O -2.174 -1.112 -2.701 -0.5579
O -2.583 0.393 2.534 -0.3634
N -1.904 1.742 0.967 -0.4886
N -0.889 0.226 -1.213 -0.8842
N -3.434 3.111 -0.218 -0.7654
N 0.093 2.756 -0.603 -0.6486
N -2.883 1.359 1.868 0.6373
N -1.237 3.106 -0.781 -0.4001
C 1.516 -3.400 0.178 -0.0705
C 2.570 -1.326 0.706 -0.0862
C -2.212 2.637 0.009 0.6606
C 1.377 -2.066 0.614 0.2737
C 2.742 -3.948 -0.148 -0.2455
C 3.807 -1.852 0.377 -0.2517
C -1.555 -0.476 -1.928 0.7875
C 3.878 -3.164 -0.050 -0.0328
H -1.525 3.511 -1.661 0.3799
H -4.198 2.819 0.370 0.4494
H 0.339 1.986 -1.219 0.4039
H 4.700 -1.250 0.461 0.2393
H -3.584 3.752 -0.977 0.4045
H 2.805 -4.976 -0.475 0.2420
H 0.679 3.570 -0.716 0.3694
```

Output
Strongest force on any atom in eV/A: 0.50
Gap between HOMO and LUMO in eV: 6.7
Electronic energy in Eh: -2446.88739

---

DFT (ωB97M-V/def2-TZVPD) results for one molecule with the formula C3H9NO at a distorted geometry.

The geometry in XYZ format:
```
14
Properties=species:S:1:pos:R:3:nbo_charge:R:1
O -0.636 -1.116 0.073 -0.5543
N 0.527 0.983 0.036 -0.6495
C -2.054 -0.826 -0.037 -0.2585
C 0.256 -0.274 0.800 0.0920
C 1.824 0.855 -0.519 -0.4143
H -0.177 1.092 -0.642 0.3647
H 1.873 -0.022 -1.234 0.1600
H -0.089 -0.025 1.829 0.1535
H 2.129 1.809 -1.070 0.1956
H -2.681 -0.853 0.867 0.1783
H 1.084 -0.905 1.035 0.1811
H -2.432 -1.554 -0.768 0.1982
H -2.278 0.185 -0.508 0.1578
H 2.654 0.650 0.139 0.1956
```

Output
Strongest force on any atom in eV/A: 3.68
Gap between HOMO and LUMO in eV: 9.9
Structure (SMILES): CNCOC
Electronic energy in Eh: -249.63454

---

DFT (ωB97M-V/def2-TZVPD) results for a 7-piece molecular cluster, C12H23Cl12FNO overall at a distorted geometry.

The geometry in XYZ format:
```
50
Properties=species:S:1:pos:R:3:nbo_charge:R:1
Cl 3.283 -5.254 5.141 -0.0160
Cl 4.239 -7.958 5.717 -0.0398
Cl 0.283 7.214 0.159 -0.0016
Cl 2.990 -4.326 1.680 -0.0838
Cl -4.780 -4.352 -1.646 -0.0232
Cl -0.414 -3.615 0.087 -0.0211
Cl 0.940 7.267 3.009 -0.0242
Cl -3.437 1.207 -4.279 -0.0366
Cl 2.461 -1.549 0.876 0.0478
Cl -1.499 3.393 -4.195 -0.0113
Cl -2.811 -1.941 -0.065 -0.0350
Cl -5.163 -6.352 0.455 -0.0368
F 2.269 1.992 -2.886 -0.3661
O 0.774 0.715 -3.895 -0.6177
N 1.134 0.616 -0.542 -0.8006
C -0.661 1.784 0.579 -0.4042
C 3.272 -6.943 4.635 -0.3944
C 0.938 3.749 0.835 -0.6175
C 0.793 8.213 1.522 -0.3992
C 3.168 -2.606 2.099 -0.4118
C -0.300 0.783 -0.564 -0.2182
C -5.191 -4.629 0.049 -0.3972
C -1.734 -3.042 -0.940 -0.4007
C 1.589 -0.050 -1.735 -0.3441
C -0.350 3.238 0.112 -0.3906
C 1.471 0.889 -2.960 0.8759
C -2.214 2.117 -5.177 -0.3979
H -1.205 3.897 0.353 0.1719
H -2.683 2.565 -6.047 0.2064
H -0.696 1.191 -1.533 0.1208
H 0.002 1.498 1.410 0.2069
H 0.056 8.994 1.678 0.2139
H 1.033 -0.998 -1.959 0.1336
H -1.311 -2.515 -1.791 0.2336
H -2.309 -3.895 -1.275 0.2164
H 1.758 8.651 1.291 0.2164
H -1.425 1.435 -5.481 0.2399
H 2.665 -2.431 3.045 0.2098
H 1.777 3.142 0.465 0.2400
H 4.227 -2.384 2.193 0.2065
H -4.467 -4.110 0.670 0.2386
H -1.730 1.672 0.837 0.1749
H 3.684 -7.008 3.633 0.2279
H -0.863 -0.178 -0.386 0.1133
H 1.102 4.818 0.616 0.1819
H 0.771 3.602 1.916 0.1821
H 2.248 -7.303 4.642 0.2212
H -6.188 -4.243 0.232 0.2195
H 2.671 -0.261 -1.604 0.1918
H -0.169 3.302 -0.973 0.1986
```

Output
Strongest force on any atom in eV/A: 2.27
Gap between HOMO and LUMO in eV: 4.6
Net charge: -1
Electronic energy in Eh: -6223.16987

---

DFT (ωB97M-V/def2-TZVPD) results for a 2-piece molecular cluster, C3H11NOS2 overall at a distorted geometry.

The geometry in XYZ format:
```
18
Properties=species:S:1:pos:R:3:nbo_charge:R:1
S -0.031 -0.839 0.627 0.0651
S 2.088 -0.505 0.881 -0.1602
O 3.484 -4.644 3.427 -0.9423
N -1.911 1.809 -2.862 -0.8517
C -0.652 0.902 0.773 -0.5152
C -1.031 0.934 -1.823 -0.2221
C -1.240 1.616 -0.469 -0.4304
H -0.805 2.682 -0.488 0.2110
H 2.277 -1.666 1.605 0.1384
H -2.282 1.121 -3.647 0.3539
H 0.129 1.507 1.207 0.2315
H 3.582 -3.761 3.269 0.4660
H -1.399 -0.085 -1.886 0.2020
H -1.259 2.418 -3.345 0.3493
H -2.278 1.686 -0.206 0.2190
H 0.093 0.907 -2.186 0.1884
H 2.573 -4.920 3.547 0.4769
H -1.337 0.838 1.576 0.2207
```

Output
Strongest force on any atom in eV/A: 4.13
Gap between HOMO and LUMO in eV: 8.7
Structure (SMILES): NCCCSS.O
Electronic energy in Eh: -1047.21162

---

> What is the gap between HOMO and LUMO in the second record?

9.9 eV

---

> Which value of gap between HOMO and LUMO does entry 4 give?

8.7 eV

---

> Which of these has the lowest electronic energy?

C12H23Cl12FNO

---

> What is the formula in the third record?

C12H23Cl12FNO